Formula: C4H12
Source: the OMol25 dataset
Level of theory: the ωB97M-V functional and the def2-TZVPD basis

Cartesian coordinates (Å):
C1 1.00844 -2.13390 -0.47293
C2 1.76568 -0.83774 -0.58063
H1 0.66963 -2.39789 0.51559
H2 0.05536 -2.27063 -1.00644
H3 1.60247 -2.86886 -0.79081
H4 2.81601 -1.07664 -0.47819
H5 1.50210 -0.12511 0.26497
H6 1.55884 -0.27989 -1.49643
C3 -2.14287 1.17037 0.51098
C4 -0.61704 1.73496 0.60585
H7 -2.32092 0.54997 -0.37468
H8 -2.49352 0.78229 1.43047
H9 -2.68479 2.04527 0.14865
H10 -0.36795 2.38512 1.43622
H11 -0.33383 2.44113 -0.28033
H12 -0.01761 0.88156 0.56772

The HOMO-LUMO gap comes out at 12.4 eV. Its LUMO energy is 1.14 eV. Its spin multiplicity is 1. The structure (SMILES) is CC.CC. The energy above the lowest of the compared OMol25 structures with the same formula, charge and spin is 101.82 kJ/mol. The calculation puts the calculated total energy at -4341.4730 eV.


Formula: C4H12
Source: the OMol25 dataset
Level of theory: the ωB97M-V functional and the def2-TZVPD basis

Cartesian coordinates (Å):
C1 0.80545 0.90959 -1.39249
C2 0.29904 2.17069 -2.11519
H1 1.08365 0.17122 -2.19650
H2 1.76797 1.15554 -0.93403
H3 -0.07494 0.53176 -0.71501
H4 -0.82395 2.33004 -2.11246
H5 0.59570 2.08794 -3.17829
H6 0.80734 3.11305 -1.73173
C3 -0.78458 -0.93458 1.39870
C4 -0.29390 -2.16088 2.19388
H7 -1.40533 -0.18891 2.05041
H8 -0.20788 -0.26057 0.85239
H9 -1.43048 -1.25007 0.59984
H10 -1.20246 -2.52805 2.68047
H11 0.77864 -2.13980 2.72337
H12 -0.04438 -2.93113 1.45217

The HOMO-LUMO gap comes out at 12.4 eV. Its LUMO energy is 1.11 eV. Its spin multiplicity is 1. The structure (SMILES) is CC.CC. The energy above the lowest of the compared OMol25 structures with the same formula, charge and spin is 133.87 kJ/mol. The calculation puts the calculated total energy at -4341.1408 eV.


Formula: C4H12
Source: the OMol25 dataset
Level of theory: the ωB97M-V functional and the def2-TZVPD basis

Cartesian coordinates (Å):
C1 0.89317 1.45060 -0.64426
C2 0.38893 1.93532 0.74994
H1 0.94465 2.34283 -1.26481
H2 1.84413 0.91276 -0.60687
H3 0.17699 0.74616 -1.00404
H4 0.62613 1.13681 1.50733
H5 -0.74070 2.02813 0.75783
H6 0.95826 2.80604 1.09374
C3 -0.08317 -2.15509 -0.08903
C4 -1.25824 -1.21601 -0.04966
H7 -0.13466 -3.05916 0.56275
H8 0.20374 -2.31515 -1.13758
H9 0.87813 -1.74017 0.36645
H10 -1.14348 -0.29342 -0.65202
H11 -1.43542 -0.92789 0.95992
H12 -2.11845 -1.65177 -0.54969

The HOMO-LUMO gap comes out at 12.4 eV. Its LUMO energy is 1.16 eV. Its spin multiplicity is 1. The structure (SMILES) is CC.CC. The energy above the lowest of the compared OMol25 structures with the same formula, charge and spin is 56.67 kJ/mol. The calculation puts the calculated total energy at -4341.9409 eV.


Formula: C4H12
Source: the OMol25 dataset
Level of theory: the ωB97M-V functional and the def2-TZVPD basis

Cartesian coordinates (Å):
C1 -1.02363 -0.60173 -2.06133
C2 0.29352 -1.31060 -2.39980
H1 -1.66387 -1.05670 -1.32145
H2 -0.78971 0.43134 -1.75837
H3 -1.59995 -0.61930 -2.98492
H4 1.08041 -0.60036 -2.63609
H5 0.19057 -1.97005 -3.25116
H6 0.76795 -1.80986 -1.53948
C3 -0.13668 1.20159 2.77823
C4 0.83447 0.67681 1.75350
H7 -0.35595 0.49521 3.58270
H8 0.23471 2.08005 3.26823
H9 -1.12164 1.35965 2.31474
H10 1.39054 -0.20924 2.04083
H11 1.58640 1.39396 1.41235
H12 0.31284 0.53923 0.80202

The HOMO-LUMO gap comes out at 12.7 eV. Its LUMO energy is 1.11 eV. Its spin multiplicity is 1. The structure (SMILES) is CC.CC. The energy above the lowest of the compared OMol25 structures with the same formula, charge and spin is 41.21 kJ/mol. The calculation puts the calculated total energy at -4342.1011 eV.